[1]
Here is a structure of composition C33H40CsN9O4S2Si in a non-equilibrium geometry from the OMol25 dataset. Energies are from ωB97M-V/def2-TZVPD.

Geometry as XYZ:
```
90
Properties=species:S:1:pos:R:3:forces:R:3:lowdin_charge:R:1
Cs -0.71317 1.52079 -0.34371 -0.01 -0.33 -0.06 0.883
C 0.96693 1.87748 8.17680 0.39 -0.88 -0.09 -0.083
C 0.86170 1.22143 6.79386 0.27 0.13 0.82 -0.308
C 1.86971 0.36493 6.36971 0.64 -0.09 0.53 -0.094
C 1.90241 -0.19358 5.11578 0.96 -0.38 -0.18 -0.040
C 0.88471 0.05736 4.18364 -0.81 -0.14 -1.01 -0.279
N 0.94671 -0.31538 2.87055 0.13 0.10 0.40 0.083
C 1.44532 -1.54988 2.53231 -0.21 1.25 0.02 -0.279
C 0.98443 -2.68873 3.20869 0.34 0.46 0.47 -0.043
C 1.24290 -3.94388 2.75229 0.65 -0.76 -0.83 -0.059
C 1.98880 -4.14962 1.55940 -0.63 1.68 0.43 -0.320
C 2.06818 -5.49986 1.00030 0.59 -1.00 -0.46 -0.099
C 2.50422 -3.03300 0.88595 -0.21 -0.14 1.46 0.029
C 2.30036 -1.75893 1.44239 0.19 -0.11 -1.56 -0.124
N 2.90069 -0.63351 0.75336 0.13 0.51 0.55 -0.095
C 2.59103 -0.08890 -0.44315 -0.71 -0.52 -0.77 -0.110
C 3.35776 1.04115 -0.64667 -0.35 -0.87 1.09 -0.068
C 4.09005 1.10247 0.54183 0.48 0.10 0.14 -0.197
N 3.83708 0.10980 1.39020 0.04 0.24 -0.34 0.087
C -0.22821 0.79405 4.70613 -0.32 0.21 -0.43 -0.138
C -0.20818 1.43361 5.92874 0.24 0.14 1.00 -0.010
N -1.44286 0.90562 3.94849 0.02 -0.78 -0.05 -0.103
C -2.17603 -0.13905 3.44601 2.24 -0.99 0.34 -0.070
C -3.24250 0.38453 2.81466 -1.33 -1.34 -0.55 -0.113
C -3.11752 1.73773 2.99880 -0.39 2.10 0.07 -0.207
N -2.04873 2.09064 3.72034 -0.06 -0.88 -0.69 0.090
H 0.21307 2.64843 8.22055 -0.09 0.40 0.40 0.051
H 1.97414 2.27946 8.37212 -0.32 0.31 -0.42 0.063
H 0.85868 1.18376 9.04695 -0.44 0.19 -0.73 0.070
H 2.69714 0.16855 7.06474 -0.19 0.05 -0.29 0.104
H 2.79671 -0.75297 4.76969 -0.75 0.32 0.30 0.124
H 0.48098 -2.40142 4.12227 -0.39 -0.72 0.14 0.107
H 0.89853 -4.84879 3.25591 -0.11 0.30 0.10 0.099
H 1.89836 -6.21402 1.81140 0.08 -0.22 -0.25 0.064
H 3.07449 -5.67633 0.56632 -0.58 -0.15 0.06 0.079
H 1.29664 -5.65936 0.23191 0.27 -0.11 0.07 0.081
H 3.13130 -3.16561 0.00908 -0.12 0.16 -0.03 0.113
H 1.84632 -0.55024 -1.08000 0.02 0.02 0.15 0.086
H 3.37558 1.74273 -1.44525 -0.16 0.08 -0.55 0.084
H 4.83324 1.85565 0.72602 0.22 0.03 0.54 0.082
H -1.02312 2.08565 6.28040 0.19 -0.46 -0.52 0.115
H -1.83092 -1.19463 3.41201 -0.08 1.13 0.43 0.138
H -4.00650 -0.24629 2.35615 0.24 0.63 -0.11 0.066
H -3.75607 2.50717 2.59599 -0.11 0.15 0.16 0.091
C -5.97602 2.19025 -2.00198 0.28 0.99 0.89 -0.013
C -6.06829 0.90545 -1.26465 0.71 0.19 0.66 -0.333
N -7.07372 0.53516 -0.54913 -0.52 -0.78 -0.02 0.085
N -6.65994 -0.64658 0.02895 0.01 0.33 0.29 -0.010
C -5.35484 -0.96528 -0.20047 -1.24 0.83 -1.02 -0.879
S -4.54671 -2.30829 0.27853 0.45 -0.54 0.33 0.552
N -4.99100 0.04616 -1.06124 0.27 0.36 -0.56 -0.087
N -3.70148 0.19976 -1.56440 0.34 1.31 0.75 0.094
H -5.17951 2.82772 -1.56357 -0.18 -0.50 -0.24 0.084
H -6.89311 2.79883 -1.95287 0.11 -0.70 0.05 0.083
H -5.68592 2.05039 -3.01740 0.21 -0.18 -0.85 0.070
H -7.31625 -1.20455 0.55003 0.28 0.10 0.01 0.130
H -3.50889 -0.38303 -2.33697 -0.13 -1.29 -0.84 0.082
H -3.46803 1.17255 -1.91407 -0.32 0.00 0.53 0.016
C -1.57563 2.92042 -5.03401 0.57 0.95 -0.15 -0.171
Si -1.99753 3.61675 -3.34084 0.83 -0.10 0.79 0.191
C -0.25431 4.23275 -2.77822 -0.13 -0.39 0.14 -0.223
C -2.82094 5.31055 -3.55464 0.23 1.24 -0.23 -0.207
O -2.71601 2.62971 -2.29695 0.12 0.42 -0.33 -0.547
H -2.01716 3.57193 -5.79838 0.09 -0.20 -0.15 0.012
H -1.88195 1.91420 -5.17697 -0.47 -0.96 -0.17 0.000
H -0.47286 2.90761 -5.16096 -0.57 0.11 0.05 0.033
H 0.13513 4.92036 -3.55491 -0.09 -0.22 0.45 0.024
H 0.46178 3.39780 -2.67152 -0.19 0.25 -0.21 -0.011
H -0.31234 4.74443 -1.80838 0.08 0.18 -0.14 0.010
H -2.21523 5.99641 -4.21470 -0.41 -0.75 0.42 0.032
H -2.90754 5.86680 -2.61011 0.28 -0.30 0.13 0.014
H -3.83456 5.35125 -3.92718 -0.45 -0.32 -0.43 -0.006
C 5.39374 -4.03757 -3.92406 -1.47 -0.68 -0.20 -0.063
C 4.32395 -3.00647 -3.80403 0.08 -0.36 -0.01 -0.309
C 4.46699 -1.69699 -4.21732 -0.28 -0.15 0.48 -0.044
C 3.37109 -0.85759 -4.14384 -0.82 0.81 -0.67 -0.049
C 2.12777 -1.31191 -3.72100 0.82 -1.08 0.57 -0.269
C 2.04445 -2.61767 -3.23867 -0.68 0.60 -0.42 -0.064
C 3.10552 -3.45564 -3.31917 0.53 -1.22 0.13 -0.072
S 0.70925 -0.28098 -3.62278 -0.69 0.49 -0.34 0.379
O 1.33642 1.02927 -3.53657 -0.34 0.52 0.25 -0.364
O -0.10916 -0.50196 -4.79906 0.36 -0.05 -0.39 -0.336
O -0.00386 -0.71028 -2.42096 0.27 0.17 0.52 -0.452
H 6.13051 -3.69459 -4.61303 0.70 -0.24 -0.67 0.058
H 4.81666 -4.95491 -4.24319 1.32 0.62 0.04 0.094
H 5.83770 -4.22562 -2.96750 0.43 -0.24 0.57 0.068
H 5.42261 -1.32348 -4.54514 0.19 0.05 -0.19 0.103
H 3.41145 0.16734 -4.50556 0.17 -0.10 0.21 0.113
H 1.12887 -2.99619 -2.85714 -0.82 -0.03 0.29 0.110
H 2.99454 -4.53329 -3.04695 0.11 1.00 -0.08 0.125
```
Positions in Å, forces in eV/Å.

Its spin multiplicity is 1. As for the strongest force on any atom: 2.47 eV/Å. The total charge is -2. The value obtained for the LUMO energy is 0.140 Ha. The energy above the lowest of the compared OMol25 structures with the same formula, charge and spin comes out at 27.8 kcal/mol. The HOMO energy is -0.062 Eh.

---

[2]
Here is a structure of composition C33H40CuN4P2S in a non-equilibrium geometry from the OMol25 dataset. Energies are from ωB97M-V/def2-TZVPD.

Geometry as XYZ:
```
81
Properties=species:S:1:pos:R:3:forces:R:3:lowdin_charge:R:1
Cu -0.92068 1.54406 -2.04600 0.43 -0.74 1.79 0.364
C -1.70267 1.61086 -3.81383 -1.16 -0.95 -1.67 -0.190
C -1.59908 0.24012 -3.65325 -1.30 0.67 -1.72 -0.135
C -0.61625 -0.63859 -4.39004 0.37 -0.24 0.22 -0.153
C 0.82543 -0.07162 -4.49585 -0.01 -1.22 -1.22 -0.175
C 1.28822 0.63184 -3.28719 0.45 1.70 0.56 -0.073
C 0.94888 1.88292 -2.81404 2.52 -0.55 -0.94 -0.175
C 0.41411 2.98840 -3.68458 -0.86 0.54 -0.18 -0.158
C -0.75891 2.48986 -4.58215 0.56 0.99 -0.26 -0.150
C 0.51830 1.84478 1.99681 0.33 -0.08 1.14 -0.026
H -2.66150 2.08190 -3.58040 0.30 -0.31 0.09 0.107
H -2.51142 -0.31409 -3.34676 0.68 0.64 0.18 0.124
H -0.97903 -0.86436 -5.42721 0.06 0.23 0.92 0.142
H -0.53975 -1.60969 -3.85620 -0.20 0.46 -0.39 0.108
H 1.45497 -0.98204 -4.61749 -0.19 0.70 -0.05 0.126
H 0.95583 0.49516 -5.43337 -0.07 -0.01 0.49 0.118
H 2.14661 0.12736 -2.85470 -0.42 0.21 0.80 0.086
H 1.54126 2.24244 -1.96964 -0.07 -0.26 -0.10 0.085
H 1.22629 3.45881 -4.28348 -0.38 -0.52 0.25 0.139
H 0.04108 3.81659 -3.04611 0.13 -0.39 -0.22 0.120
H -1.31356 3.39008 -4.88613 0.12 -0.38 -0.18 0.123
H -0.35010 2.01511 -5.48054 -0.31 0.07 0.20 0.108
H -0.46500 1.43413 2.30158 0.84 0.37 -0.19 -0.015
H 0.67955 2.93769 1.91165 -0.28 -0.76 0.06 0.015
H 1.39071 1.20877 2.26013 -0.93 0.70 -0.13 -0.034
P 1.64819 -0.56760 0.27871 2.20 0.87 0.22 1.092
P -1.46856 -0.64064 0.46955 -1.41 0.84 0.17 1.090
N 3.04132 0.60386 -0.45411 -0.91 0.01 -0.05 -0.188
N 2.88044 -1.67094 0.73459 0.40 -0.91 1.16 -0.296
N -2.28695 0.81470 -0.41795 -0.54 0.05 -0.47 -0.208
N -2.94812 -1.49155 0.82388 -0.25 -0.88 0.26 -0.265
C 0.77193 -1.62037 -0.97272 0.54 -0.18 -0.97 -0.374
C -0.77317 -1.60338 -0.94745 -0.32 0.05 -0.12 -0.359
C 2.96440 1.96507 -0.17237 -0.68 -0.39 0.11 -0.211
C 3.93315 2.64224 -0.87736 -0.32 0.20 0.38 -0.122
C 4.69965 1.66983 -1.56796 -0.40 -0.59 -0.03 -0.104
C 4.14079 0.42696 -1.28545 -0.18 0.31 0.00 -0.162
C 3.59928 -1.42906 1.91046 -0.02 -0.36 -0.29 -0.168
C 4.49426 -2.45315 2.11545 -0.17 0.64 0.02 -0.089
C 4.33792 -3.38065 1.04284 -0.60 0.51 -0.53 -0.090
C 3.34530 -2.87757 0.22310 0.13 -0.36 -0.22 -0.155
C -1.82257 2.13309 -0.17368 -0.97 -0.37 -0.15 -0.189
C -2.68119 3.02531 -0.82176 0.32 -0.61 0.04 -0.070
C -3.70374 2.28112 -1.46280 0.17 -1.28 0.55 -0.088
C -3.43378 0.92133 -1.22328 -0.12 1.11 1.06 -0.130
C -4.08877 -1.89875 0.11651 -0.65 -0.73 0.64 -0.155
C -4.88518 -2.70778 0.93090 1.53 0.91 -0.24 -0.078
C -4.17454 -2.85281 2.17487 0.08 0.33 -0.44 -0.085
C -3.01277 -2.12776 2.07782 -0.29 0.09 -0.15 -0.155
H 1.09370 -2.66332 -0.85952 0.04 0.43 -0.01 0.066
H 1.11125 -1.26361 -1.95713 -0.09 -0.45 0.33 0.044
H -1.16662 -1.26270 -1.92018 0.05 -0.23 0.64 0.035
H -1.13521 -2.62623 -0.77761 0.03 0.20 -0.09 0.095
H 2.20284 2.29659 0.54702 0.55 -0.02 -0.74 0.059
H 4.04274 3.72775 -0.90283 0.17 -0.47 0.14 0.097
H 5.54898 1.88866 -2.20352 -0.07 -0.27 0.13 0.089
H 4.46726 -0.56910 -1.56280 -0.10 0.17 -0.01 0.104
H 3.34634 -0.55133 2.49149 0.17 -0.23 0.04 0.097
H 5.20110 -2.50821 2.94060 -0.31 -0.05 -0.25 0.098
H 4.89758 -4.29430 0.87170 -0.19 0.22 0.05 0.093
H 2.93795 -3.27532 -0.70656 0.30 0.08 0.43 0.095
H -1.17537 2.32522 0.66787 0.29 -0.08 -0.41 0.060
H -2.57797 4.09373 -0.75819 -0.09 0.13 -0.04 0.110
H -4.56034 2.68873 -1.99136 0.25 -0.21 0.03 0.113
H -4.03500 0.04142 -1.44143 0.42 0.59 -0.14 0.089
H -4.27748 -1.62398 -0.90682 0.10 -0.07 0.11 0.074
H -5.84554 -3.13586 0.67350 0.20 0.09 -0.05 0.091
H -4.49876 -3.42481 3.03883 0.17 0.17 -0.23 0.099
H -2.15814 -2.01475 2.73642 -0.14 -0.05 0.11 0.012
S 0.32365 -1.67003 3.27931 0.60 -0.54 -1.86 0.491
C -0.17345 -1.07084 4.78220 -0.45 0.71 1.55 -0.781
C 0.64365 -1.33863 5.91783 -0.69 0.15 -0.24 -0.154
C 0.19696 -1.04338 7.19630 -0.28 0.32 -0.10 -0.120
C -1.03648 -0.40052 7.39172 -0.01 -0.15 -0.22 -0.129
C -1.82710 -0.07544 6.27831 0.41 -0.04 0.33 -0.123
C -1.39462 -0.36945 4.98939 0.66 -0.48 0.23 -0.150
H 1.60391 -1.81652 5.73937 -0.19 -0.02 0.11 0.082
H 0.80631 -1.31991 8.05430 -0.06 0.13 -0.09 0.092
H -1.36711 -0.16095 8.40370 0.01 -0.09 -0.31 0.085
H -2.79363 0.39925 6.42563 0.12 0.05 -0.01 0.090
H -1.99197 -0.10424 4.11949 -0.02 -0.08 0.17 0.073
```
Positions in Å, forces in eV/Å.

Its spin multiplicity is 2. As for the strongest force on any atom: 2.74 eV/Å. The total charge is 0. The value obtained for the LUMO energy (spin up / spin down) is -0.030 / -0.031 Ha. The HOMO energy (spin up / spin down) is -0.205 / -0.205 Eh.

---

Q: Among the records above, which one has the lowest strongest force on any atom?
A: C33H40CsN9O4S2Si